Entry 1:
43
Properties=species:S:1:pos:R:3:forces:R:3 method="wB97M-V/def2-TZVPD" smiles=COC[C@H](NCCF)P(O)Cl.ClCCl.ClCCl.ClCCl.ClCCl lumo_energy_ha=0.0161 multiplicity=1 orbital_gap_ev=9.633
H -1.207093 -1.509206 -0.042704 0.08 -0.31 -0.21
H 2.684849 2.229180 -0.691106 -0.10 -0.16 0.18
O 2.133914 0.268458 -1.153809 0.34 -0.02 -0.16
H 0.303176 0.902161 0.759326 0.28 -0.21 0.06
H 0.671018 1.049579 -2.280417 -0.06 0.12 -0.23
H 1.570845 -1.123971 0.248578 -0.03 -0.42 -0.01
C -2.104332 0.366825 0.497065 -0.19 -0.31 0.05
H -5.453222 -1.700174 -0.613323 0.06 0.05 -0.03
F -3.056225 -1.808893 0.707676 0.07 -0.05 0.08
C 4.990518 4.710648 0.879300 -0.04 -0.01 0.01
Cl 5.012066 -0.680021 -2.359993 0.06 -0.02 -0.08
Cl 4.895381 -3.436058 -1.368214 0.01 -0.03 0.00
C 5.764491 -2.278457 -2.385601 0.09 0.03 -0.05
H -3.849221 -3.301757 2.497141 -0.03 0.06 0.07
C 0.748718 0.490487 -1.352249 0.38 -0.37 -0.04
O 2.268149 2.750331 0.020837 0.07 0.20 0.24
H -3.125226 0.702408 0.618425 -0.09 0.24 -0.04
Cl -6.924610 -0.900327 -2.265887 0.00 -0.04 0.00
C -4.580670 -4.071663 2.708551 0.07 0.01 -0.07
H 5.761335 -2.645492 -3.404395 -0.08 -0.01 -0.01
H -2.601160 -0.991317 -1.071938 0.12 -0.12 -0.25
Cl -5.523057 0.607672 -0.184968 -0.18 0.04 -0.02
H 4.292234 5.223465 1.528863 0.04 0.05 0.02
C -2.183702 -1.037754 -0.072172 -0.17 0.35 0.28
P 0.699642 3.002103 -0.369454 -0.34 0.30 -0.47
H 3.294122 -1.160154 -0.203722 0.22 -0.06 -0.18
H -1.668543 0.321775 1.498533 0.19 0.10 0.10
C 2.443074 -0.528228 -0.011064 -0.88 0.58 0.11
H 2.613729 0.130666 0.835797 0.32 0.03 0.23
Cl 6.354069 4.140215 1.850903 -0.02 -0.02 0.03
Cl -0.078083 3.801959 1.377010 0.33 -0.26 -0.01
C 0.058467 1.267437 -0.239135 -0.31 0.37 0.31
H 0.250016 -0.461916 -1.524604 -0.20 -0.19 0.09
H 6.779098 -2.190614 -2.017317 -0.02 0.01 0.07
Cl 5.508868 5.828178 -0.389577 -0.04 0.00 -0.02
H -4.735378 -4.692104 1.834417 -0.05 -0.06 0.04
H 4.511568 3.858438 0.417020 0.03 -0.02 -0.02
H -7.015401 -1.189687 0.065363 -0.04 0.07 0.00
Cl -6.118182 -3.301570 3.126537 0.00 0.04 -0.06
H -1.790733 2.159499 -0.429885 -0.03 -0.04 0.03
C -6.231524 -0.946707 -0.641293 0.00 -0.13 0.03
N -1.388171 1.232267 -0.420294 0.13 0.20 -0.09
Cl -3.974806 -5.087692 4.021793 0.02 -0.01 -0.02

Entry 2:
32
Properties=species:S:1:pos:R:3:forces:R:3 method="wB97M-V/def2-TZVPD" charge=+1 lumo_energy_ha=-0.2058 multiplicity=1 orbital_gap_ev=5.805
C -1.960125 -0.732319 0.713307 -2.22 -1.08 2.72
H 1.539578 -1.908153 -0.399529 0.05 0.09 -0.05
C 1.416214 0.199606 -0.945524 0.49 -0.27 0.23
N -1.747449 -0.867219 2.019768 -0.68 0.95 -2.55
H 1.639641 0.011899 1.214201 0.06 -0.01 -0.09
C 1.864780 1.147769 -2.096345 -0.32 0.16 0.31
C 1.868375 -1.236244 -1.202930 0.12 -0.17 -0.24
H -1.253897 -2.093099 3.630717 0.07 -0.08 -0.35
C -2.022656 0.226309 2.960262 -0.06 0.29 0.26
H 2.515830 0.632658 -2.809244 -0.04 0.13 0.24
H -1.639070 -0.079796 3.935412 -0.07 0.18 -0.21
H 0.458834 1.171170 -3.758896 0.02 0.23 0.17
C 0.580660 1.651445 -2.781139 -0.07 -0.33 -0.15
H 2.962536 -1.286540 -1.264013 -0.20 -0.08 0.04
H -0.970618 2.128781 -1.332140 0.05 -0.10 -0.16
C -0.579559 1.238884 -1.860065 -0.92 0.93 -0.04
H -0.555711 -2.602396 2.054287 -0.15 0.11 0.22
C 1.979105 0.657188 0.393735 0.22 0.31 0.13
H -1.515047 1.141656 2.631082 -0.13 -0.28 0.02
H 2.398479 2.005059 -1.671408 0.09 -0.27 -0.10
H 0.600736 2.737404 -2.914364 -0.05 -0.28 -0.13
H -1.803804 -1.610761 0.084934 0.31 0.34 0.00
C -1.439954 -2.189895 2.557863 0.61 -0.81 0.04
Cl -3.111006 0.389717 0.122086 1.15 -0.20 0.30
H -1.419215 0.816326 -2.431977 0.18 0.15 0.02
H 1.447195 -1.607948 -2.144104 0.10 0.08 0.13
H -0.572972 -0.077496 -0.168232 1.09 0.69 -0.60
H 1.653517 1.681401 0.610570 0.11 -0.11 -0.01
H 3.075323 0.633045 0.367761 -0.20 0.03 0.15
H -3.099079 0.424909 3.042423 0.22 -0.16 -0.11
N -0.031859 0.280776 -0.954939 0.01 -0.84 -0.25
H -2.278785 -2.884136 2.396441 0.18 0.41 0.06

Entry 3:
32
Properties=species:S:1:pos:R:3:forces:R:3 method="wB97M-V/def2-TZVPD" charge=+4 lumo_energy_ha="-0.6613 / -0.6981" multiplicity=2 orbital_gap_ev="4.944 / 3.905" s_squared=0.753
C 2.382359 0.891278 -0.005305 -1.26 -0.36 2.49
H 3.216169 0.267878 0.317565 0.20 -0.92 -0.38
H 0.139979 -2.659382 0.201885 0.73 -0.55 0.31
H 3.238949 0.924358 -2.098085 0.22 0.25 0.27
C -1.689071 -0.346352 2.052085 0.85 0.26 -2.40
C 1.033859 0.594388 0.621365 -0.26 0.05 -0.69
H -3.722971 -0.331392 1.324775 -0.05 -0.18 -0.05
H 1.646549 1.576858 -1.860335 -0.01 1.20 0.46
H -0.398991 0.001548 -1.981285 0.23 0.59 0.50
H -0.227561 -1.668232 -1.768105 0.65 -0.43 0.16
C -1.267431 -0.297302 0.479985 -0.20 -0.62 0.49
H -1.806891 -0.947212 -0.208995 -0.57 -0.58 0.70
C 0.737449 -1.897252 0.702175 -0.93 0.98 -0.38
H 2.674209 1.917918 0.215915 -0.31 0.41 -0.14
H -3.587331 -0.238632 3.048695 0.00 0.29 0.04
Cl -1.203541 2.980138 -1.578735 -3.19 -0.01 -2.81
H 1.765599 -0.482182 -3.051665 0.34 0.29 -0.95
C 2.323949 0.793498 -1.520375 0.43 -1.15 -3.80
H 1.818269 -1.864632 0.564815 -0.14 -0.57 -0.42
N 0.169409 -0.608242 0.072425 1.43 1.09 0.04
Y -3.330141 3.015918 -3.409435 2.51 0.53 2.28
C -3.138191 0.123878 2.124055 -0.14 -0.32 0.05
C 1.740309 -0.524062 -1.962765 -1.36 -0.43 1.77
H -0.978611 0.327368 2.531095 -0.22 0.12 0.39
H 2.418079 -1.362832 -1.804045 -0.11 -0.65 0.07
H 0.468429 1.512608 0.462375 -0.41 -0.20 0.25
H -1.464501 0.681098 0.041805 0.10 0.31 0.43
H 1.055519 0.365568 1.686855 0.26 0.26 0.22
H -3.276071 1.201618 2.036995 0.24 0.02 0.22
H 0.562869 -1.884082 1.778025 -0.24 0.03 -0.13
H -1.554161 -1.336732 2.486895 -0.09 -0.03 -0.25
C 0.253499 -0.727402 -1.500665 1.32 0.33 1.26

Entry 4:
31
Properties=species:S:1:pos:R:3:forces:R:3 method="wB97M-V/def2-TZVPD" smiles=CNN1[C@@H](C)C[C@H](C)C1(C)C lumo_energy_ha=0.0342 multiplicity=1 orbital_gap_ev=9.323 de_lowest_kcal_mol=43.1
C -1.650594 -0.129617 -2.325130 0.41 -2.12 -0.88
N -0.476975 0.560627 -0.297896 -0.10 -1.15 -0.51
H 0.403406 -2.389933 -1.624560 0.42 2.18 -0.27
H 0.860403 -0.458354 -1.947712 0.28 -1.08 -1.32
H -1.655623 -1.008258 -3.029421 0.22 1.07 0.09
H 2.378617 -2.990737 0.195919 -0.05 1.05 -0.06
C 1.586171 -2.372253 0.700360 1.11 -1.02 -2.56
H 1.190730 1.699294 1.906443 -0.51 0.54 0.04
H -1.855595 1.239845 0.924779 -0.36 0.54 0.51
H -0.808351 2.950507 -1.286812 -0.48 0.08 0.00
N -1.553972 1.447944 -0.011512 1.27 0.68 -0.16
C -0.226349 -0.465578 2.085940 0.32 -0.16 -1.64
H 2.243555 -0.582628 -0.321566 0.19 -0.08 -0.04
H -1.709125 -1.169793 -0.553661 0.19 -0.82 0.61
H -1.077590 -1.145093 1.836629 0.34 0.77 0.43
H 1.778501 1.677307 0.256584 -0.03 -0.05 -0.39
C 1.308502 -1.059650 -0.059925 -2.03 -0.85 0.92
C -0.949925 -0.619836 -1.096971 1.37 1.09 1.16
H -2.681332 0.057553 -2.147132 -0.78 0.53 0.32
H -2.048602 3.467879 -0.095073 -1.38 1.12 0.07
H -0.482991 0.473160 2.626448 -0.15 -1.07 0.05
C -1.186444 2.908609 -0.262964 1.77 -2.79 0.37
H -0.344705 3.270860 0.351225 -0.38 -0.12 0.13
C 0.466302 -1.268018 -1.332418 -1.42 -0.67 0.43
H -1.146184 0.742503 -2.683799 0.23 0.41 -0.70
H 2.346251 0.613736 1.504191 1.24 -0.83 0.28
H 0.517608 -1.095101 2.595682 -0.39 0.57 0.34
H 0.841202 -3.152675 0.583881 -1.02 0.46 0.75
C 0.459386 0.019099 0.757989 -0.05 -0.05 -0.61
C 1.481569 1.051251 1.086364 -0.25 1.55 1.12
H 1.992154 -2.272651 1.664117 0.01 0.22 1.52

Entry 5:
31
Properties=species:S:1:pos:R:3:forces:R:3 method="wB97M-V/def2-TZVPD" lumo_energy_ha=0.0287 multiplicity=1 orbital_gap_ev=9.399 de_lowest_kcal_mol=0.0
C -2.013009 -0.001866 -0.058385 -1.20 1.43 0.22
C 1.946679 -0.140471 -0.179919 1.26 -1.44 -1.03
H -0.017095 2.252636 1.172225 1.74 -0.75 -1.05
H -4.180369 0.744780 -0.341440 0.93 -0.29 0.36
C 2.421373 -0.830449 1.085702 -3.40 -0.34 2.26
H -2.546186 -1.846408 0.756959 -1.18 -1.16 0.74
H 3.369788 -1.308744 1.122286 1.02 0.25 -0.39
H 0.969989 -1.874804 -1.003618 -0.84 -0.99 0.01
H 1.733635 -1.598738 1.582166 0.32 0.51 -1.33
H -2.358176 1.800986 1.478270 0.28 -1.51 -1.33
C -2.138524 0.675795 1.312785 -0.91 1.01 2.05
H -1.221049 0.549599 1.885219 0.08 -0.31 0.11
H 2.894743 1.093849 -1.622839 0.15 0.42 0.63
N 0.889308 1.723203 0.953164 -0.98 0.10 0.83
P -0.683422 0.854813 -1.108535 0.11 -0.48 -0.06
H 1.225020 -0.453466 -2.157662 0.78 -2.00 1.00
H -2.966989 0.231793 1.948929 0.84 0.02 -0.84
C 3.122339 0.694281 -0.611248 2.34 2.53 0.06
H 2.575903 -1.589157 -1.685166 0.96 -0.62 -0.30
C 0.800921 0.856628 0.023654 -0.81 -0.07 0.79
C 1.674882 -1.164214 -1.337923 -1.28 4.11 -0.47
H -1.516036 -2.027350 -0.822806 -1.03 0.70 1.76
H -0.924001 2.194332 -0.749202 -0.53 0.01 0.00
H -3.845098 -0.703542 -1.231918 1.07 0.94 -0.09
H 3.385524 1.582625 0.176665 -0.87 -2.07 -2.04
H -0.752515 -1.553022 0.731161 -1.47 -0.17 -0.30
C -3.335338 0.237182 -0.864700 -0.88 0.03 -0.21
C -1.756189 -1.483975 0.181786 4.01 0.55 -2.21
H -3.091195 0.965476 -1.655809 -0.48 -0.68 -0.33
H 4.105580 0.157549 -0.784383 -1.25 0.07 0.50
H 2.229501 -0.039330 1.804569 1.24 0.19 0.63

Entry 6:
40
Properties=species:S:1:pos:R:3:forces:R:3 method="wB97M-V/def2-TZVPD" charge=-2 lumo_energy_ha=0.1571 multiplicity=1 orbital_gap_ev=3.979 de_lowest_kcal_mol=66.2
C 32.442507 -0.667206 -5.288862 0.21 0.65 -1.19
H 32.484348 -4.081118 -5.472067 -0.94 0.28 0.24
C 30.690767 -0.136682 -0.575838 1.14 -0.62 0.10
F 28.037541 -2.152032 -1.682746 0.77 -0.38 -0.25
H 30.371452 0.118680 -1.586256 0.61 0.27 -0.23
N 32.172444 0.012878 -0.315905 0.74 0.94 -1.24
H 30.566250 -1.218566 -0.529833 -1.19 0.22 0.60
H 23.537727 -2.670569 -5.598934 -0.82 -0.07 0.62
F 25.988554 -0.007023 -1.946026 -0.56 -0.03 -0.82
N 31.920109 -1.967884 -5.035778 2.02 -1.59 -0.27
H 32.150321 0.231058 -4.744930 -0.21 -0.86 1.19
H 32.041883 -0.372598 -6.258818 0.79 0.05 -0.73
C 30.747431 -2.166299 -4.469289 -4.24 1.91 1.94
O 29.914877 -1.248240 -4.178611 3.71 -2.96 -1.62
H 25.303089 -0.327402 -4.305885 0.51 -0.15 0.76
C 25.839247 -0.768611 -5.160326 -1.77 1.84 1.59
N 24.962128 -1.309803 -6.016075 0.76 -0.54 -2.53
F 28.297983 2.038512 -2.183861 0.73 -0.15 -0.38
H 24.703904 -2.063255 -7.906859 -0.13 -0.26 -0.13
C 32.824853 -0.561143 0.885705 -0.44 -0.42 -0.59
C 32.975865 0.431778 -1.339729 -1.11 0.85 1.06
H 33.371731 -1.462650 0.609434 -0.48 -0.62 -0.13
H 33.510348 -0.879260 -5.235525 0.19 1.13 -0.45
H 32.056779 -0.762483 1.632437 0.00 -0.18 -0.20
Ag 28.135211 -0.214355 -3.135061 -1.18 0.66 1.96
H 25.871763 -2.966769 -6.941445 0.03 -0.25 0.01
O 27.006246 -0.597926 -5.370433 1.21 -0.51 -0.86
H 33.111242 -2.932386 -6.577233 -0.19 0.48 -0.10
H 30.108511 0.557871 0.029692 -0.08 -0.67 0.41
C 25.528603 -1.965265 -7.200896 -0.99 -0.69 -0.21
H 33.649789 -0.061096 1.393169 -0.34 1.27 -0.43
H 26.331341 -1.534444 -7.799304 0.08 0.81 0.86
H 32.499180 0.806347 -2.258792 -0.75 -0.51 0.25
C 23.551072 -1.592971 -5.762349 1.82 -0.06 -0.32
H 33.782774 -3.148166 -4.984169 0.08 0.73 0.35
H 30.550464 -3.219530 -4.216102 -0.23 0.07 -0.09
O 34.175498 0.596532 -1.256345 1.55 -0.50 0.24
H 23.247049 -0.952382 -4.934515 -0.33 -0.44 0.01
C 32.842761 -3.053242 -5.527751 -0.65 -0.03 0.41
H 23.021796 -1.409155 -6.697329 -0.35 0.31 0.18

no.,E (a.u.),M (g/mol),strongest force on any atom (eV/Å)
1,-5143.100525,543.31,1.061
2,-924.313887,191.73,3.672
3,-906.268311,266.62,4.255
4,-464.341503,156.27,3.324
5,-750.931282,173.24,4.614
6,-1191.924547,384.15,5.039